No. 1
{"formula": "C31H47N6O2SiTl", "method": "ωB97M-V/def2-TZVPD", "species": ["Tl", "C", "C", "C", "N", "C", "C", "C", "C", "C", "C", "C", "N", "C", "C", "C", "N", "C", "C", "C", "C", "C", "C", "C", "N", "C", "C", "H", "H", "H", "H", "H", "H", "H", "H", "H", "H", "H", "H", "H", "H", "H", "H", "H", "H", "H", "H", "H", "H", "H", "H", "H", "H", "C", "Si", "C", "C", "O", "H", "H", "H", "H", "H", "H", "H", "H", "H", "C", "N", "C", "C", "C", "N", "C", "C", "O", "H", "H", "H", "H", "H", "H", "H", "H", "H", "H", "H", "H"], "xyz": [[0.920, 0.440, -1.212], [-2.129, -2.284, 0.671], [-0.897, -3.210, 0.717], [0.374, -2.735, -0.041], [0.032, -2.000, -1.233], [-0.028, -2.549, -2.397], [0.518, -3.828, -2.766], [0.142, -4.693, -3.762], [-0.967, -4.635, -4.619], [-1.809, -3.537, -4.777], [-1.656, -2.246, -4.311], [-0.632, -1.688, -3.472], [-0.261, -0.450, -3.468], [-0.719, 0.437, -4.507], [-1.942, 1.313, -4.150], [-1.719, 2.486, -3.178], [-1.647, 2.082, -1.799], [-2.656, 2.161, -1.008], [-3.993, 2.559, -1.401], [-4.923, 3.280, -0.698], [-4.874, 3.754, 0.620], [-3.943, 3.365, 1.581], [-2.936, 2.423, 1.512], [-2.407, 1.682, 0.401], [-1.629, 0.651, 0.474], [-1.358, -0.051, 1.703], [-2.265, -1.283, 1.823], [-3.026, -2.911, 0.663], [-2.107, -1.722, -0.262], [-1.188, -4.173, 0.286], [-0.621, -3.399, 1.762], [0.995, -3.616, -0.230], [0.962, -2.061, 0.587], [1.384, -4.118, -2.180], [0.753, -5.589, -3.852], [-1.174, -5.518, -5.215], [-2.675, -3.703, -5.415], [-2.420, -1.540, -4.621], [-0.984, -0.123, -5.417], [0.121, 1.094, -4.767], [-2.726, 0.668, -3.742], [-2.317, 1.734, -5.091], [-2.512, 3.231, -3.348], [-0.763, 2.962, -3.429], [-4.257, 2.308, -2.423], [-5.816, 3.558, -1.257], [-5.644, 4.452, 0.932], [-4.073, 3.827, 2.559], [-2.433, 2.239, 2.457], [-1.494, 0.548, 2.617], [-0.315, -0.379, 1.671], [-3.300, -0.925, 1.857], [-2.058, -1.779, 2.781], [4.466, -3.246, 0.857], [4.505, -1.590, -0.124], [6.008, -1.888, -1.290], [5.242, -0.310, 1.104], [3.177, -1.175, -0.815], [5.404, -3.452, 1.384], [4.283, -4.073, 0.162], [3.653, -3.252, 1.591], [6.885, -2.270, -0.756], [6.296, -0.954, -1.785], [5.758, -2.604, -2.080], [6.258, -0.549, 1.437], [4.612, -0.179, 1.990], [5.270, 0.660, 0.598], [0.778, 3.807, 1.163], [0.975, 3.179, 2.460], [0.204, 3.752, 3.540], [0.720, 3.236, 4.871], [0.647, 1.720, 4.843], [1.363, 1.210, 3.698], [1.696, -0.201, 3.718], [1.424, 1.871, 2.481], [1.894, 1.341, 1.492], [1.188, 4.821, 1.187], [-0.287, 3.852, 0.912], [1.288, 3.220, 0.404], [-0.865, 3.519, 3.430], [0.305, 4.840, 3.483], [0.127, 3.637, 5.695], [1.759, 3.548, 4.998], [-0.405, 1.395, 4.828], [1.105, 1.300, 5.744], [2.393, -0.407, 4.535], [2.167, -0.452, 2.771], [0.797, -0.814, 3.849]], "lumo_energy_ev": 4.2244, "e_above_lowest_ev": 0.7880, "total_charge": -2, "homo_lumo_gap_ev": 5.3}

No. 2
{"formula": "C29H80N30O13", "method": "ωB97M-V/def2-TZVPD", "species": ["C", "O", "N", "N", "H", "H", "H", "H", "C", "O", "N", "N", "H", "H", "H", "H", "C", "O", "N", "N", "H", "H", "H", "H", "C", "O", "N", "N", "H", "H", "H", "H", "C", "O", "N", "N", "H", "H", "H", "H", "C", "O", "N", "N", "H", "H", "H", "H", "C", "O", "N", "N", "H", "H", "H", "H", "C", "O", "N", "N", "H", "H", "H", "H", "C", "O", "N", "N", "H", "H", "H", "H", "C", "O", "N", "N", "H", "H", "H", "H", "C", "O", "N", "N", "H", "H", "H", "H", "C", "O", "N", "N", "H", "H", "H", "H", "C", "O", "N", "N", "H", "H", "H", "H", "C", "C", "C", "C", "N", "H", "H", "H", "H", "H", "H", "H", "C", "C", "C", "C", "N", "H", "H", "H", "H", "H", "H", "H", "C", "C", "C", "C", "N", "H", "H", "H", "H", "H", "H", "H", "C", "C", "C", "C", "N", "H", "H", "H", "H", "H", "H", "H"], "xyz": [[-0.416, 0.310, -6.779], [-1.183, -0.592, -7.070], [0.900, 0.138, -7.172], [-0.796, 1.397, -6.175], [0.952, -0.540, -7.942], [1.453, 0.979, -7.438], [-0.060, 1.867, -5.716], [-1.650, 1.284, -5.649], [-4.029, -2.326, -0.624], [-5.121, -1.785, -0.418], [-2.822, -1.616, -0.671], [-3.872, -3.677, -0.953], [-1.977, -2.162, -0.768], [-2.959, -0.686, -1.075], [-3.046, -4.156, -0.608], [-4.703, -4.194, -0.697], [-3.644, 1.314, 5.670], [-2.741, 1.025, 4.818], [-4.811, 1.882, 5.339], [-3.455, 0.959, 6.942], [-5.539, 2.038, 6.003], [-5.063, 2.086, 4.351], [-4.221, 0.910, 7.612], [-2.724, 0.334, 7.140], [4.172, 0.875, 0.199], [3.790, 1.091, -0.990], [4.627, -0.309, 0.785], [4.027, 1.870, 1.108], [4.774, -1.097, 0.164], [5.211, -0.218, 1.572], [4.072, 1.593, 2.101], [3.637, 2.772, 0.961], [-4.748, 0.976, 1.853], [-5.323, 1.813, 2.615], [-3.560, 0.431, 2.205], [-5.312, 0.656, 0.723], [-3.405, -0.434, 1.744], [-3.198, 0.578, 3.115], [-6.199, 1.079, 0.765], [-5.274, -0.357, 0.345], [0.005, -2.612, -4.682], [0.838, -3.076, -3.933], [0.101, -2.932, -6.061], [-0.961, -1.801, -4.211], [0.492, -3.821, -6.234], [-0.637, -2.576, -6.612], [-0.954, -1.428, -3.261], [-1.513, -1.315, -4.887], [-2.234, -4.943, 3.799], [-1.458, -4.004, 3.692], [-1.831, -6.269, 4.012], [-3.581, -4.773, 3.689], [-0.861, -6.257, 4.311], [-2.493, -6.877, 4.457], [-4.223, -5.531, 3.724], [-3.878, -3.858, 3.462], [4.412, -1.302, -4.991], [5.081, -1.798, -4.067], [3.205, -1.745, -5.461], [4.924, -0.261, -5.685], [2.728, -1.025, -6.056], [2.783, -2.642, -5.226], [5.673, -0.006, -5.087], [4.279, 0.380, -6.070], [-2.720, 4.784, 1.580], [-3.263, 5.020, 0.520], [-2.502, 3.447, 1.936], [-2.136, 5.789, 2.358], [-3.033, 2.746, 1.390], [-2.756, 3.227, 2.901], [-2.451, 5.809, 3.291], [-2.465, 6.606, 1.893], [2.276, 2.265, -3.829], [1.677, 2.722, -4.777], [1.822, 1.352, -2.940], [3.532, 2.669, -3.577], [2.464, 0.743, -2.408], [0.940, 0.765, -3.172], [4.169, 2.260, -2.908], [3.979, 3.233, -4.257], [0.013, -4.341, 0.088], [-1.238, -4.283, 0.171], [0.737, -4.487, 1.282], [0.692, -4.377, -1.023], [0.146, -4.116, 2.029], [1.672, -4.048, 1.302], [1.674, -4.594, -0.906], [0.357, -4.501, -1.929], [-1.409, -1.985, 6.517], [-1.722, -1.278, 7.458], [-0.747, -3.222, 6.624], [-1.750, -1.664, 5.277], [-0.472, -3.337, 7.587], [0.127, -3.264, 6.061], [-2.149, -0.751, 5.063], [-1.554, -2.380, 4.626], [3.935, -3.433, -1.347], [3.456, -4.097, -0.346], [3.232, -2.575, -2.065], [5.266, -3.609, -1.707], [3.834, -2.195, -2.797], [2.254, -2.504, -2.068], [5.575, -4.533, -1.344], [5.513, -3.353, -2.635], [0.161, 0.450, 3.095], [0.038, -0.431, 1.837], [0.076, 0.598, 0.617], [0.258, -0.128, -0.623], [0.286, -0.779, -1.559], [-0.586, 0.114, 3.832], [0.143, 1.550, 3.031], [1.114, 0.155, 3.500], [-0.926, -0.937, 1.776], [0.801, -1.265, 1.906], [0.898, 1.328, 0.691], [-0.882, 1.219, 0.541], [1.018, 7.899, -0.551], [0.779, 6.515, -1.170], [0.882, 5.305, -0.111], [2.281, 5.008, 0.249], [3.383, 4.747, 0.467], [0.255, 8.071, 0.237], [0.972, 8.728, -1.267], [1.973, 7.933, -0.077], [1.442, 6.309, -1.993], [-0.219, 6.399, -1.584], [0.497, 4.485, -0.718], [0.179, 5.550, 0.730], [6.348, -4.219, 3.214], [5.437, -3.156, 2.479], [3.972, -3.388, 2.453], [3.272, -3.627, 3.688], [2.613, -3.672, 4.647], [6.496, -5.027, 2.554], [5.770, -4.489, 4.122], [7.307, -3.689, 3.415], [5.825, -2.973, 1.505], [5.666, -2.205, 2.999], [3.688, -4.160, 1.789], [3.470, -2.478, 2.023], [-3.256, 5.747, -2.477], [-4.390, 4.751, -2.981], [-4.747, 3.741, -1.865], [-3.548, 2.916, -1.528], [-2.648, 2.228, -1.386], [-2.193, 5.363, -2.580], [-3.439, 5.827, -1.377], [-3.200, 6.708, -3.007], [-4.075, 4.212, -3.888], [-5.233, 5.329, -3.302], [-5.515, 3.044, -2.310], [-5.080, 4.235, -0.973]], "lumo_energy_ev": 0.4547, "total_charge": 0, "homo_lumo_gap_ev": 9.8}

No. 3
{"formula": "C21H20N4O7P2Pd", "method": "ωB97M-V/def2-TZVPD", "species": ["Pd", "C", "C", "C", "C", "N", "C", "C", "C", "C", "C", "C", "N", "C", "C", "C", "C", "C", "N", "H", "H", "H", "H", "H", "H", "H", "H", "H", "H", "H", "O", "P", "O", "O", "O", "P", "O", "O", "O", "H", "H", "N", "C", "C", "C", "C", "C", "C", "H", "H", "H", "H", "H", "H", "H"], "xyz": [[-0.003, -0.047, 0.256], [-0.362, 3.771, 2.242], [0.656, 3.696, 3.175], [1.634, 2.718, 3.041], [1.554, 1.841, 1.981], [0.558, 1.917, 1.083], [-0.389, 2.850, 1.210], [2.505, 0.734, 1.741], [3.728, 0.590, 2.369], [4.504, -0.512, 2.050], [4.046, -1.435, 1.123], [2.814, -1.232, 0.526], [2.091, -0.151, 0.832], [2.179, -2.188, -0.422], [2.732, -3.419, -0.730], [2.008, -4.309, -1.508], [0.751, -3.945, -1.960], [0.281, -2.685, -1.638], [0.984, -1.819, -0.905], [-1.147, 4.510, 2.318], [0.685, 4.378, 4.013], [2.426, 2.632, 3.770], [-1.185, 2.832, 0.481], [4.072, 1.321, 3.085], [5.464, -0.656, 2.528], [4.646, -2.299, 0.879], [3.707, -3.699, -0.360], [2.415, -5.285, -1.737], [0.141, -4.619, -2.544], [-0.706, -2.366, -1.957], [-2.374, -2.144, 2.790], [-1.461, -1.326, 1.852], [-0.060, -1.921, 1.698], [-1.334, 0.162, 2.126], [-2.032, -1.430, 0.314], [-2.949, -0.128, -0.268], [-3.239, -0.673, -1.737], [-4.113, 0.077, 0.582], [-1.853, 0.934, -0.469], [-3.245, -1.758, 2.994], [-4.154, -0.974, -1.848], [-0.093, 0.644, -2.617], [0.874, 1.396, -3.132], [2.074, 0.785, -3.627], [3.050, 1.571, -4.158], [2.875, 2.972, -4.215], [1.704, 3.584, -3.722], [0.719, 2.822, -3.171], [-0.982, 1.068, -2.346], [-0.169, -0.321, -2.916], [2.178, -0.292, -3.575], [3.958, 1.129, -4.545], [3.655, 3.587, -4.646], [1.584, 4.656, -3.800], [-0.196, 3.265, -2.797]], "lumo_energy_ev": [-6.2406, -9.1371], "e_above_lowest_ev": 0.1515, "total_charge": 2, "multiplicity": 5, "homo_lumo_gap_ev": [8.6, 5.7]}

No. 4
{"formula": "C24H34AsN4OPdS", "method": "ωB97M-V/def2-TZVPD", "species": ["Pd", "C", "N", "C", "C", "C", "C", "C", "C", "C", "N", "C", "C", "C", "C", "C", "C", "N", "C", "C", "H", "H", "H", "H", "H", "H", "H", "H", "H", "H", "H", "H", "H", "H", "H", "H", "H", "H", "H", "H", "C", "As", "C", "C", "O", "H", "H", "H", "H", "H", "H", "H", "H", "H", "S", "C", "N", "C", "C", "C", "C", "H", "H", "H", "H", "H"], "xyz": [[0.086, -0.113, 0.038], [-0.254, -2.703, -1.628], [-0.302, -1.301, -2.045], [0.803, -0.874, -2.900], [-1.572, -0.970, -2.622], [-1.942, -1.393, -3.883], [-3.192, -1.066, -4.393], [-4.031, -0.215, -3.682], [-3.669, 0.240, -2.434], [-2.471, -0.209, -1.828], [-2.089, 0.075, -0.560], [-2.974, 0.469, 0.395], [-4.368, 0.224, 0.375], [-5.185, 0.761, 1.349], [-4.643, 1.511, 2.385], [-3.264, 1.679, 2.482], [-2.434, 1.155, 1.510], [-1.001, 1.307, 1.537], [-0.605, 2.691, 1.289], [-0.421, 0.731, 2.755], [-0.231, -3.367, -2.499], [-1.143, -2.942, -1.039], [0.630, -2.888, -1.013], [0.866, -1.473, -3.814], [1.743, -0.962, -2.348], [0.656, 0.170, -3.191], [-1.274, -2.000, -4.473], [-3.492, -1.443, -5.357], [-4.971, 0.097, -4.107], [-4.275, 0.977, -1.930], [-4.787, -0.427, -0.375], [-6.250, 0.590, 1.303], [-5.287, 1.932, 3.143], [-2.854, 2.236, 3.313], [-0.815, 3.327, 2.157], [-1.156, 3.081, 0.432], [0.465, 2.736, 1.071], [-0.634, 1.354, 3.631], [0.667, 0.639, 2.647], [-0.854, -0.259, 2.928], [4.612, -2.448, 1.047], [3.529, -1.796, -0.426], [4.566, -0.458, -1.398], [3.283, -3.355, -1.570], [2.068, -1.184, 0.151], [5.411, -3.058, 0.623], [4.011, -3.071, 1.711], [5.064, -1.629, 1.604], [5.558, -0.875, -1.564], [4.659, 0.451, -0.805], [4.123, -0.215, -2.363], [4.284, -3.704, -1.820], [2.747, -3.143, -2.495], [2.771, -4.142, -1.013], [2.651, 1.534, 0.914], [3.429, 1.935, 2.394], [3.554, 3.244, 2.722], [4.175, 3.667, 3.837], [4.748, 2.762, 4.696], [4.652, 1.396, 4.397], [3.981, 0.985, 3.264], [3.182, 3.933, 2.073], [4.194, 4.734, 4.017], [5.262, 3.101, 5.578], [5.100, 0.663, 5.051], [3.874, -0.061, 3.022]], "lumo_energy_ev": [-12.2535, -12.2482], "e_above_lowest_ev": 2.6040, "total_charge": 3, "homo_lumo_gap_ev": [2.9, 2.8]}

No. 5
{"formula": "C30H25CrN7O2P", "method": "ωB97M-V/def2-TZVPD", "species": ["Cr", "O", "C", "O", "C", "C", "C", "C", "C", "C", "P", "C", "C", "C", "C", "C", "C", "C", "C", "C", "C", "C", "C", "H", "H", "H", "H", "H", "H", "H", "H", "H", "H", "H", "H", "H", "H", "N", "C", "N", "C", "N", "C", "C", "N", "C", "C", "N", "H", "H", "H", "H", "H", "N", "C", "C", "C", "N", "C", "C", "H", "H", "H", "H", "H", "H"], "xyz": [[-0.096, -0.646, -1.234], [-2.862, -2.829, 0.363], [-1.739, -2.420, 0.507], [-0.926, -2.134, -0.495], [-1.122, -2.244, 1.874], [-1.535, -3.116, 2.874], [-0.942, -3.072, 4.126], [0.071, -2.161, 4.387], [0.464, -1.263, 3.408], [-0.135, -1.289, 2.147], [0.225, 0.055, 0.981], [-0.816, 1.449, 1.498], [-1.391, 2.273, 0.530], [-2.159, 3.364, 0.907], [-2.355, 3.636, 2.253], [-1.791, 2.815, 3.220], [-1.025, 1.722, 2.849], [1.938, 0.548, 1.288], [2.279, 1.889, 1.444], [3.600, 2.239, 1.694], [4.572, 1.256, 1.790], [4.237, -0.083, 1.618], [2.926, -0.439, 1.355], [-2.316, -3.828, 2.649], [-1.267, -3.756, 4.898], [0.552, -2.142, 5.356], [1.243, -0.544, 3.627], [-1.249, 2.038, -0.518], [-2.604, 3.999, 0.153], [-2.956, 4.486, 2.549], [-1.948, 3.025, 4.270], [-0.601, 1.084, 3.612], [1.511, 2.652, 1.393], [3.865, 3.280, 1.824], [5.596, 1.528, 2.009], [4.997, -0.850, 1.698], [2.653, -1.481, 1.228], [2.105, 2.549, -2.778], [0.896, 2.148, -2.369], [0.974, 0.876, -2.020], [2.306, 0.559, -2.246], [3.005, 1.571, -2.716], [2.702, -0.778, -1.983], [3.943, -1.361, -2.339], [4.140, -2.647, -2.232], [3.126, -3.402, -1.747], [1.900, -2.865, -1.360], [1.673, -1.543, -1.461], [2.378, 3.459, -3.124], [0.017, 2.771, -2.329], [4.732, -0.761, -2.781], [3.326, -4.459, -1.618], [1.118, -3.468, -0.920], [-5.372, -0.189, -4.169], [-4.241, -0.147, -3.461], [-4.242, 0.027, -2.060], [-3.059, 0.055, -1.379], [-1.856, -0.047, -1.980], [-1.848, -0.214, -3.322], [-2.978, -0.270, -4.084], [-6.269, -0.127, -3.717], [-5.360, -0.339, -5.162], [-5.173, 0.118, -1.517], [-3.051, 0.161, -0.302], [-0.874, -0.298, -3.799], [-2.909, -0.414, -5.154]], "lumo_energy_ev": [-7.2650, -6.6745], "e_above_lowest_ev": 0.3781, "total_charge": 2, "multiplicity": 2, "homo_lumo_gap_ev": [7.1, 7.6]}

No. 6
{"formula": "C2H11NO3", "method": "ωB97M-V/def2-TZVPD", "species": ["C", "N", "C", "H", "H", "H", "H", "H", "O", "H", "H", "O", "H", "H", "O", "H", "H"], "xyz": [[1.896, -0.710, 0.613], [1.979, 0.006, 1.643], [2.003, -0.682, 2.943], [2.026, -0.324, -0.403], [1.410, -1.707, 0.597], [1.302, -1.491, 3.143], [2.037, 0.139, 3.663], [3.006, -1.144, 2.991], [1.446, 1.983, -0.451], [0.667, 1.509, -0.725], [1.139, 2.878, -0.646], [-5.950, -0.241, -2.487], [-5.612, 0.657, -2.516], [-5.371, -0.828, -1.998], [-0.370, 0.304, -2.161], [-1.023, 0.075, -1.459], [-0.584, -0.426, -2.749]], "lumo_energy_ev": 0.0605, "e_above_lowest_ev": 1.9633, "total_charge": 0, "smiles": "C=NC.O.O.O", "homo_lumo_gap_ev": 9.3}

no.,F_max (Eh/bohr)
1,0.0249
2,0.0813
3,0.0214
4,0.0628
5,0.0625
6,0.0370